Here is C48H39N6O2P2S4Ta as an isolated structure from OMol25. Energies are from ωB97M-V with the def2-TZVPD basis set.

Structure (XYZ):
```
102
C48H39N6O2P2S4Ta ωB97M-V with the def2-TZVPD basis set
Ta 0.9200 0.1413 0.2341
C 0.1060 -1.3158 3.7049
O 1.1647 -1.3582 2.7193
C 1.6596 -2.6341 2.4604
C 1.6430 -3.6463 3.4023
C 2.1650 -4.8921 3.0831
C 2.6961 -5.1253 1.8269
C 2.7301 -4.1052 0.8928
C 2.2412 -2.8400 1.2088
N 2.2975 -1.7758 0.2532
N 3.1758 -1.9971 -0.6330
C 3.2923 -1.3402 -1.8123
C 2.2269 -0.6116 -2.3614
O 1.2149 -0.3456 -1.5609
C 2.2320 -0.1937 -3.7007
C 3.3358 -0.4596 -4.4606
C 4.4632 -1.1593 -3.9523
C 5.5928 -1.4097 -4.7596
C 6.6637 -2.1008 -4.2603
C 6.6418 -2.5682 -2.9367
C 5.5588 -2.3339 -2.1250
C 4.4515 -1.6274 -2.6186
H -0.4573 -2.2446 3.6865
H 0.5321 -1.1455 4.6932
H -0.5450 -0.4939 3.4363
H 1.2355 -3.4755 4.3877
H 2.1448 -5.6819 3.8214
H 3.0790 -6.1026 1.5690
H 3.1326 -4.2812 -0.0936
H 1.3746 0.3447 -4.0813
H 3.3678 -0.1281 -5.4915
H 5.5961 -1.0488 -5.7804
H 7.5285 -2.2922 -4.8802
H 7.4898 -3.1194 -2.5528
H 5.5487 -2.6912 -1.1042
S 0.4006 1.6900 2.2214
P -1.3970 1.8973 1.3098
C -1.2544 0.7971 -0.0944
P -2.0618 -0.7732 -0.2897
S -0.6255 -1.9056 0.5614
C -3.6560 -1.0322 0.5009
C -4.8117 -0.6652 -0.1897
C -6.0498 -0.8563 0.3992
C -6.1355 -1.4214 1.6660
C -4.9856 -1.7902 2.3502
C -3.7423 -1.5941 1.7704
C -2.2834 -1.2256 -2.0124
C -2.8758 -2.4719 -2.2347
C -3.0490 -2.9253 -3.5289
C -2.6355 -2.1408 -4.5998
C -2.0433 -0.9079 -4.3742
C -1.8583 -0.4423 -3.0789
C -2.7541 1.6109 2.4583
C -2.5116 1.3408 3.8005
C -3.5770 1.2214 4.6820
C -4.8759 1.3844 4.2260
C -5.1163 1.6784 2.8887
C -4.0602 1.7976 2.0054
C -1.6040 3.5712 0.6866
C -2.4971 3.8192 -0.3547
C -2.7083 5.1190 -0.7792
C -2.0288 6.1680 -0.1713
C -1.1352 5.9189 0.8592
C -0.9182 4.6193 1.2912
H -4.7442 -0.2566 -1.1915
H -6.9496 -0.5828 -0.1355
H -7.1060 -1.5833 2.1163
H -5.0578 -2.2395 3.3314
H -2.8417 -1.8863 2.2965
H -3.2044 -3.0828 -1.4013
H -3.5092 -3.8880 -3.7052
H -2.7779 -2.4954 -5.6119
H -1.7236 -0.2994 -5.2100
H -1.3741 0.5104 -2.9077
H -1.4966 1.2551 4.1665
H -3.3882 1.0201 5.7278
H -5.7042 1.3015 4.9169
H -6.1284 1.8254 2.5365
H -4.2563 2.0445 0.9698
H -3.0094 3.0029 -0.8507
H -3.4011 5.3159 -1.5864
H -2.1964 7.1828 -0.5062
H -0.6031 6.7361 1.3267
H -0.2126 4.4235 2.0887
N 3.8134 -0.5396 2.5910
C 3.9585 0.4081 1.6679
N 2.9736 0.8842 0.8973
C 3.4425 1.9897 0.1678
C 4.7589 2.2354 0.2722
S 5.4885 1.1514 1.3986
C 2.4494 2.7378 -0.5597
C 2.6159 3.9724 -1.0591
S 1.2401 4.4322 -1.9918
C 0.5144 2.8343 -1.7288
N 1.2338 2.1037 -0.8168
N -0.5419 2.4329 -2.3394
H 2.8831 -0.7303 2.9334
H 4.6012 -0.8011 3.1589
H 5.3350 2.9888 -0.2360
H 3.4781 4.6075 -0.9481
H -0.9256 3.1429 -2.9536
H -1.2833 1.4232 -1.0086
```

## Properties
E_tot (Eh): -4663.7441
Net charge: +2
HOMO-LUMO gap (eV): 5.8
Energy above the lowest of the compared OMol25 structures with the same formula, charge and spin (kcal per mole): 29.7


Here is one molecule with the formula C13H24BN3O5 from OMol25. Energies are from ωB97M-V with the def2-TZVPD basis set.

Structure (XYZ):
```
46
C13H24BN3O5 ωB97M-V with the def2-TZVPD basis set
O -2.5421 -2.2457 1.7368
O 0.8470 -1.3374 -2.9029
O 5.0657 -0.2881 -2.6345
O 3.0154 0.6471 -3.5345
O 0.2827 0.8758 -2.9055
B 3.9896 0.6106 -2.5646
C -2.8204 -1.1185 2.0721
C 0.3527 -0.3657 -2.3632
N -4.7881 -1.7318 3.2598
N -1.8423 -0.0911 2.2672
N -1.1051 -1.6095 -0.8833
C -4.2612 -0.8327 2.2644
C 3.8157 1.5324 -1.2579
C 2.4014 1.3288 -0.7445
C -1.9527 1.2874 1.6901
C 2.2397 -0.1116 -0.2395
C -0.4553 -0.4691 2.3686
C -1.1434 0.8089 -0.6633
C -0.7535 1.3871 0.7191
C 0.8285 -0.4792 0.1754
C 0.3182 0.4077 1.3302
C -0.2739 -0.4338 -0.9757
H 5.1725 -0.9545 -3.3253
H 3.1161 -0.0606 -4.1928
H 0.8593 0.8634 -3.7150
H -5.8025 -1.7510 3.2219
H -4.5242 -2.6815 3.0445
H -1.5345 -1.7867 0.0249
H -0.5777 -2.3930 -1.2425
H -4.3867 0.1702 2.6791
H -4.7789 -0.9682 1.2920
H 4.5875 1.1943 -0.5685
H 4.0097 2.5871 -1.5044
H 2.1484 2.0189 0.0817
H 1.7156 1.5550 -1.5717
H -1.9038 2.0688 2.4663
H -2.8930 1.3986 1.1283
H 2.5728 -0.8179 -1.0094
H 2.9308 -0.2601 0.6029
H -0.3344 -1.5743 2.1489
H -0.0954 -0.3140 3.3739
H -2.1825 0.5244 -0.7095
H -1.0290 1.5463 -1.4672
H -0.3189 2.3881 0.6282
H 0.8635 -1.4788 0.5663
H 1.1668 0.9540 1.8334
```

## Properties
E_tot (Eh): -1075.2107
SMILES string: NCC(=O)N1C[C@@H]2C[C@@](N)(C(=O)O)[C@@H](CCCB(O)O)[C@@H]2C1
HOMO-LUMO gap (eV): 9.0
Energy above the lowest of the compared OMol25 structures with the same formula, charge and spin (kcal per mole): 2.9